Density functional theory data (wB97M-V/def2-TZVPD) for a cluster of 8 separate species, C46H113N7O14 in total at a distorted geometry.

Geometry (Å):
1 C 3.830 10.152 14.863
2 O 4.346 10.200 13.566
3 C 4.192 11.394 12.800
4 C 4.855 11.229 11.401
5 N 6.326 11.303 11.560
6 C 7.167 11.528 10.341
7 C 7.031 10.318 9.278
8 O 7.956 9.339 9.824
9 C 7.872 8.109 9.164
10 H 2.906 10.730 14.858
11 H 4.574 10.438 15.607
12 H 3.552 9.136 15.143
13 H 4.621 12.231 13.350
14 H 3.118 11.475 12.635
15 H 4.680 12.073 10.733
16 H 4.505 10.341 10.875
17 H 6.567 10.538 12.174
18 H 8.175 11.817 10.640
19 H 6.815 12.502 10.001
20 H 7.513 10.501 8.318
21 H 6.003 9.964 9.198
22 H 6.884 7.762 8.862
23 H 8.102 7.320 9.880
24 H 8.597 8.060 8.351
25 C 15.253 8.113 25.341
26 O 14.108 8.348 24.478
27 C 12.855 7.832 24.906
28 C 11.751 8.025 23.874
29 N 11.726 9.476 23.598
30 C 10.767 9.909 22.541
31 C 10.881 11.455 22.412
32 O 12.207 12.000 22.234
33 C 12.846 11.572 20.995
34 H 14.984 7.702 26.314
35 H 15.845 9.003 25.558
36 H 15.948 7.453 24.822
37 H 12.558 8.486 25.726
38 H 12.807 6.921 25.502
39 H 10.793 7.670 24.253
40 H 12.091 7.599 22.930
41 H 12.565 10.002 23.401
42 H 9.744 9.551 22.655
43 H 11.146 9.485 21.611
44 H 10.226 11.903 23.159
45 H 10.367 11.621 21.465
46 H 13.904 11.732 21.203
47 H 12.506 12.398 20.369
48 H 12.733 10.527 20.706
49 C 3.627 8.545 4.581
50 O 3.970 7.314 4.091
51 C 3.189 6.238 4.470
52 C 3.570 5.536 5.805
53 N 3.209 6.239 7.014
54 C 3.037 5.523 8.271
55 C 2.036 6.209 9.222
56 O 2.279 5.617 10.502
57 C 3.256 6.337 11.336
58 H 3.812 8.498 5.654
59 H 2.551 8.707 4.521
60 H 4.194 9.345 4.106
61 H 3.222 5.630 3.566
62 H 2.137 6.519 4.525
63 H 4.655 5.431 5.781
64 H 3.096 4.554 5.817
65 H 3.997 6.821 7.261
66 H 4.034 5.408 8.696
67 H 2.721 4.504 8.048
68 H 1.032 5.923 8.910
69 H 1.986 7.278 9.014
70 H 2.713 7.214 11.686
71 H 4.210 6.482 10.828
72 H 3.601 5.799 12.219
73 C 16.183 10.716 14.023
74 O 16.648 10.615 15.369
75 C 17.779 11.331 15.852
76 C 17.594 12.592 16.695
77 N 17.489 12.191 18.108
78 C 17.591 13.267 19.042
79 C 19.045 13.763 19.123
80 O 18.851 14.967 19.849
81 C 20.112 15.800 20.197
82 H 15.729 11.672 13.761
83 H 15.439 9.985 13.705
84 H 16.968 10.564 13.282
85 H 18.405 11.554 14.988
86 H 18.393 10.591 16.365
87 H 16.646 13.088 16.486
88 H 18.446 13.248 16.516
89 H 17.951 11.311 18.285
90 H 17.292 12.937 20.036
91 H 16.897 14.085 18.848
92 H 19.352 14.074 18.124
93 H 19.634 13.021 19.662
94 H 19.740 16.573 20.869
95 H 20.702 16.213 19.379
96 H 20.805 15.189 20.775
97 C 16.634 16.192 12.307
98 O 15.591 15.732 11.424
99 C 14.336 16.298 11.765
100 C 13.364 15.405 12.540
101 N 12.125 16.081 12.922
102 C 11.219 15.136 13.683
103 C 9.706 15.580 13.728
104 O 9.189 15.572 12.395
105 C 7.857 16.167 12.302
106 H 17.569 15.672 12.099
107 H 16.292 15.982 13.321
108 H 17.011 17.198 12.123
109 H 13.914 16.492 10.779
110 H 14.474 17.321 12.115
111 H 13.829 15.044 13.457
112 H 13.282 14.481 11.967
113 H 11.778 16.120 11.974
114 H 11.587 15.323 14.692
115 H 11.279 14.087 13.396
116 H 9.610 16.571 14.171
117 H 9.247 14.813 14.351
118 H 7.145 15.384 12.562
119 H 7.685 16.667 11.349
120 H 7.769 16.927 13.079
121 C 23.788 4.614 22.004
122 O 22.704 5.201 21.344
123 C 21.592 4.315 21.036
124 C 20.411 5.264 20.662
125 N 19.157 4.520 20.436
126 C 18.989 3.834 19.218
127 C 18.984 4.642 17.918
128 O 17.834 5.473 17.632
129 C 17.503 6.552 18.431
130 H 24.230 3.923 21.286
131 H 23.305 3.962 22.733
132 H 24.433 5.274 22.583
133 H 21.328 3.697 21.894
134 H 21.916 3.613 20.268
135 H 20.685 5.959 19.868
136 H 20.169 6.006 21.423
137 H 19.026 3.809 21.141
138 H 18.007 3.365 19.154
139 H 19.733 3.044 19.114
140 H 19.082 4.075 16.993
141 H 19.943 5.146 18.038
142 H 16.776 7.267 18.044
143 H 18.385 7.156 18.644
144 H 17.118 6.122 19.356
145 C 11.097 8.365 16.279
146 C 10.300 7.251 15.613
147 C 11.118 6.417 14.533
148 C 12.087 5.536 15.232
149 C 11.337 4.484 16.147
150 C 10.449 5.185 17.246
151 N 9.657 6.331 16.577
152 O 8.716 6.937 17.388
153 C 9.528 4.154 17.890
154 C 11.385 5.739 18.395
155 C 9.160 7.859 14.763
156 H 12.134 8.160 16.542
157 H 10.559 8.588 17.200
158 H 10.966 9.283 15.705
159 H 10.447 5.974 13.797
160 H 11.718 7.169 14.021
161 H 12.823 6.044 15.855
162 H 12.636 4.882 14.554
163 H 12.042 3.926 16.765
164 H 10.798 3.734 15.568
165 H 8.812 3.788 17.154
166 H 10.065 3.317 18.336
167 H 8.924 4.589 18.687
168 H 10.790 6.201 19.183
169 H 11.912 4.941 18.918
170 H 12.079 6.517 18.075
171 H 9.448 8.301 13.810
172 H 8.556 8.593 15.297
173 H 8.402 7.142 14.447
174 H 7.874 6.666 17.015
175 C 7.384 12.041 16.983
176 O 7.204 11.057 17.930
177 H 8.443 12.117 16.735
178 H 6.805 11.826 16.085
179 H 7.146 13.033 17.367
180 H 7.687 10.290 17.615

Output
- E_HOMO: -8.025 eV
- Multiplicity: 1
- Structure (SMILES): CC1(C)CCCC(C)(C)N1O.COCCNCCOC.COCCNCCOC.COCCNCCOC.COCCNCCOC.COCCNCCOC.COCCNCCOC.CO
- Kohn-Sham gap: 8.39 eV